Record 1
ORCA calculation (ωB97M-V/def2-TZVPD) on a single C15H19BF5NO6S2 molecule.

```
49
C15H19BF5NO6S2 (ωB97M-V/def2-TZVPD)
C -0.42019 -1.07717 4.59824
C 0.60503 -1.95621 3.81588
B 1.16111 -1.20160 2.55166
O 2.50912 -1.03098 2.37525
C 0.09459 -0.64944 1.47419
C 0.17602 -1.33237 0.07609
C 1.56119 -1.89468 -0.22772
C 1.67661 -2.57653 -1.60817
C -0.37983 -0.43584 -1.03654
C -1.86851 -0.13489 -0.96359
C -2.77723 -0.82987 -0.16953
C -4.13060 -0.49821 -0.19366
C -4.53205 0.52963 -1.04624
C -3.55172 1.14940 -1.82133
N -2.26133 0.84260 -1.79028
C 0.38316 0.89179 -1.13517
S 1.47920 0.96378 -2.57633
O 0.88279 0.29380 -3.68708
O 2.80483 0.62372 -2.16169
C 1.56353 2.77432 -3.06828
F 0.56069 3.07573 -3.87584
F 2.71581 2.86499 -3.73842
C 1.62364 3.78612 -1.90350
F 0.45577 3.84128 -1.28564
F 2.55866 3.46099 -1.05017
F 1.89218 4.98404 -2.40875
O 1.23579 1.15784 -0.00030
S 0.39574 1.10589 1.35469
O 1.27693 1.54222 2.39601
O -0.83483 1.81812 1.19741
H -1.41507 -1.49721 4.51028
H -0.43607 -0.06524 4.19828
H -0.13324 -0.99577 5.63855
H 1.44837 -2.17628 4.46675
H 0.16945 -2.91921 3.54927
H 2.87554 -0.32794 2.91895
H -0.89674 -0.69461 1.91223
H -0.48749 -2.19598 0.10448
H 2.32991 -1.13633 -0.13435
H 1.81083 -2.65902 0.50463
H 2.26809 -1.99825 -2.30470
H 2.17625 -3.53465 -1.49285
H 0.70033 -2.80967 -2.02436
H -0.27146 -0.93154 -1.99844
H -2.44372 -1.62865 0.47345
H -4.83840 -1.01766 0.43145
H -5.56274 0.83285 -1.11770
H -3.84715 1.93737 -2.49973
H -0.30279 1.72934 -1.22740
```

Multiplicity   1
ΔE to the lowest compared entry with this formula, charge and spin   0.00 kJ/mol
LUMO energy   0.34 eV
SMILES   CCB(O)[C@@H]1[C@H](CC)[C@@H](c2ccccn2)[C@H](S(=O)(=O)C(F)(F)C(F)(F)F)OS1(=O)=O

Results of the Mulliken charge analysis, in e, for atoms 1 through 8: atom 1 (C): -1.043, atom 2 (C): -0.365, atom 3 (B): 0.492, atom 4 (O): -0.608, atom 5 (C): -0.512, atom 6 (C): -0.265, atom 7 (C): -1.068, atom 8 (C): -1.499



Record 2
ORCA calculation (ωB97M-V/def2-TZVPD) on a single C5H5NO molecule.

```
12
C5H5NO (ωB97M-V/def2-TZVPD)
C 0.53159 -0.97334 0.05785
C -0.45415 -0.11774 0.26422
C 1.02005 1.14276 -0.50096
C -1.79259 0.05871 0.47298
C 1.74303 -0.14599 -0.62149
N -2.36387 0.11234 1.57380
O 1.40882 2.24431 -0.64102
H 0.73090 -2.03376 0.31932
H -2.25471 -0.11425 -0.53799
H 2.85269 -0.16460 -0.28365
H 1.90895 -0.48638 -1.68324
H -3.33071 0.47795 1.58018
```

Multiplicity   1
ΔE to the lowest compared entry with this formula, charge and spin   439.17 kJ/mol
LUMO energy   0.08 eV

Results of the Mulliken charge analysis, in e, for atoms 1 through 8: atom 1 (C): -0.281, atom 2 (C): -0.225, atom 3 (C): 0.333, atom 4 (C): 0.066, atom 5 (C): -0.286, atom 6 (N): -0.563, atom 7 (O): -0.398, atom 8 (H): 0.330



Record 3
ORCA calculation (ωB97M-V/def2-TZVPD) on 2 unconnected molecules or ions with the total composition C18H20N2O3S.

```
44
C18H20N2O3S (ωB97M-V/def2-TZVPD)
C 2.41267 6.12418 -2.17342
C 2.38393 4.62544 -2.07249
C 1.81731 3.87106 -3.10268
C 1.73493 2.48422 -3.01542
C 2.22301 1.85069 -1.87227
S 2.14139 0.07226 -1.77157
O 1.50789 -0.42561 -2.96204
O 3.40030 -0.44190 -1.30405
N 0.91940 -0.27583 -0.36140
C 0.78714 -1.46117 -0.08906
O 0.73205 -2.64363 0.01622
C 2.86284 2.57201 -0.86478
C 2.92354 3.96016 -0.96530
H 2.87859 6.56465 -1.28864
H 2.97006 6.45261 -3.05843
H 1.39926 6.53215 -2.26423
H 1.43123 4.38025 -3.98457
H 1.28861 1.89714 -3.81322
H 3.28445 2.05065 -0.00682
H 3.39757 4.54203 -0.17194
C -4.35777 -1.34203 -0.87306
C -4.57919 -2.43006 -0.01558
C -3.67576 -2.70734 1.01133
C -2.53552 -1.90756 1.17361
C -1.54382 -2.23061 2.26963
C -0.99891 -3.68112 2.28157
C 0.41478 -3.54955 2.89088
C 0.70048 -2.03607 2.99907
N -0.35637 -1.40948 2.20072
C -2.31736 -0.82035 0.32696
C -3.22066 -0.54489 -0.70469
H -5.07226 -1.11712 -1.66765
H -5.46196 -3.05950 -0.14350
H -3.84290 -3.54193 1.70060
H -2.05739 -2.10456 3.24737
H -1.65878 -4.32920 2.86757
H -0.93165 -4.06423 1.25521
H 0.47132 -4.01942 3.87837
H 1.14828 -4.00797 2.22749
H 0.61371 -1.71326 4.05208
H 1.71551 -1.78659 2.66044
H -0.50268 -0.42274 2.40718
H -1.42507 -0.20424 0.44578
H -3.02218 0.29845 -1.36532
```

Multiplicity   1
ΔE to the lowest compared entry with this formula, charge and spin   269.21 kJ/mol
LUMO energy   -0.16 eV
SMILES   Cc1ccc(S(=O)(=O)N=C=O)cc1.c1ccc([C@H]2CCCN2)cc1

Results of the Mulliken charge analysis, in e, for atoms 1 through 8: atom 1 (C): -1.350, atom 2 (C): 0.890, atom 3 (C): -0.532, atom 4 (C): -0.424, atom 5 (C): 0.191, atom 6 (S): 1.261, atom 7 (O): -0.626, atom 8 (O): -0.599



Respective gap between HOMO and LUMO values: 10.3, 9.0, 8.5 eV.